[1]
ORCA calculation (ωB97M-V/def2-TZVPD) on C30H29CuN7S as an isolated structure.

Properties
E_LUMO = -2.53 eV
energy above the lowest of the compared OMol25 structures with the same formula, charge and spin = 31.2 kJ/mol
HOMO energy = -9.62 eV
total charge = +1
HOMO-LUMO gap = 0.2609 Eh

Last column: Löwdin charge in e.
Atoms and positions in Å:
1 Cu -0.0324 0.2195 1.0209  0.169
2 C 2.1407 0.5392 3.6164  -0.023
3 C 2.6323 1.2820 2.4087  -0.289
4 C 3.7504 2.1130 2.4861  -0.007
5 C 4.1953 2.7573 1.3515  -0.038
6 C 3.5301 2.5540 0.1516  -0.005
7 C 2.4313 1.7120 0.1430  -0.199
8 N 1.9871 1.1041 1.2535  0.115
9 C 1.6682 1.4012 -1.1007  -0.188
10 C 2.1051 1.7064 -2.3852  0.006
11 C 1.3153 1.3228 -3.4573  -0.042
12 C 0.1368 0.6268 -3.2395  0.003
13 C -0.2361 0.3586 -1.9280  -0.183
14 N 0.5133 0.7691 -0.9083  0.115
15 C -1.4430 -0.4278 -1.5424  -0.191
16 C -2.4461 -0.7455 -2.4432  -0.004
17 C -3.5158 -1.5052 -1.9957  -0.044
18 C -3.5305 -1.9451 -0.6886  -0.019
19 C -2.4725 -1.6153 0.1590  -0.297
20 C -2.4103 -2.1483 1.5598  -0.031
21 N -1.4685 -0.8432 -0.2669  0.119
22 H 1.9984 1.2180 4.4588  0.090
23 H 2.8678 -0.2187 3.9161  0.094
24 H 1.2048 0.0389 3.3859  0.040
25 H 4.2623 2.2408 3.4322  0.122
26 H 5.0579 3.4111 1.3936  0.117
27 H 3.8592 3.0542 -0.7493  0.109
28 H 3.0365 2.2267 -2.5579  0.111
29 H 1.6265 1.5566 -4.4681  0.118
30 H -0.4617 0.2976 -4.0772  0.111
31 H -2.4075 -0.3984 -3.4668  0.109
32 H -4.3239 -1.7601 -2.6708  0.117
33 H -4.3511 -2.5439 -0.3121  0.123
34 H -3.2561 -1.7934 2.1542  0.087
35 H -1.4736 -1.8475 2.0238  0.032
36 H -2.4357 -3.2386 1.5411  0.091
37 N -2.4416 1.8792 4.0386  0.136
38 C -1.7578 0.8533 3.4741  -0.133
39 N -1.1252 1.2082 2.3883  0.066
40 C -1.4080 2.5630 2.2147  -0.206
41 C -0.9827 3.4528 1.2303  -0.006
42 C -1.4085 4.7613 1.3261  -0.075
43 C -2.2473 5.1863 2.3707  -0.078
44 C -2.6800 4.3145 3.3487  -0.010
45 C -2.2384 2.9989 3.2517  -0.186
46 H -2.9908 1.8287 4.8772  0.163
47 H -1.7365 -0.1352 3.9084  0.138
48 H -0.3447 3.1134 0.4223  0.099
49 H -1.0956 5.4832 0.5824  0.106
50 H -2.5572 6.2225 2.4067  0.108
51 H -3.3373 4.6398 4.1466  0.115
52 C 2.7011 -2.6666 -3.7393  0.003
53 C 1.6745 -3.0334 -2.7197  -0.274
54 C 0.5721 -3.7919 -2.9673  0.024
55 C -0.2555 -4.1322 -1.8712  -0.296
56 N -0.0310 -3.6984 -0.6465  0.121
57 C 1.0351 -2.9049 -0.3922  -0.813
58 S 1.3908 -2.2436 1.0966  0.681
59 N 1.8705 -2.6049 -1.4536  0.105
60 C -1.4275 -5.0421 -2.0618  -0.008
61 H 2.4430 -3.0861 -4.7075  0.090
62 H 3.6775 -3.0529 -3.4412  0.100
63 H 2.7838 -1.5821 -3.8318  0.082
64 H 0.3622 -4.1543 -3.9634  0.121
65 H 2.6811 -2.0479 -1.2220  0.138
66 H -1.5048 -5.3957 -3.0877  0.081
67 H -2.3444 -4.5185 -1.7887  0.076
68 H -1.3313 -5.8934 -1.3875  0.096

---

[2]
ORCA calculation (ωB97M-V/def2-TZVPD) on C30H29CuN7S as an isolated structure.

Properties
E_LUMO = -2.23 eV
energy above the lowest of the compared OMol25 structures with the same formula, charge and spin = 24.3 kJ/mol
HOMO energy = -9.77 eV
total charge = +1
HOMO-LUMO gap = 0.2770 Eh

Last column: Löwdin charge in e.
Atoms and positions in Å:
1 Cu 0.4007 -0.2986 -1.1508  0.297
2 C -0.3909 3.4009 -2.0480  -0.017
3 C 0.5763 3.2530 -0.9115  -0.302
4 C 0.7390 4.2671 0.0304  -0.017
5 C 1.6260 4.0852 1.0739  -0.047
6 C 2.3438 2.9018 1.1451  -0.016
7 C 2.1337 1.9473 0.1606  -0.211
8 N 1.2612 2.1110 -0.8389  0.146
9 C 2.8930 0.6651 0.1585  -0.182
10 C 4.2024 0.6000 0.6166  0.003
11 C 4.8723 -0.6088 0.5509  -0.028
12 C 4.2182 -1.7147 0.0394  0.007
13 C 2.9039 -1.5778 -0.3889  -0.196
14 N 2.2640 -0.4080 -0.3294  0.107
15 C 2.1328 -2.7167 -0.9483  -0.238
16 C 2.4657 -4.0321 -0.6648  -0.009
17 C 1.6852 -5.0395 -1.2062  -0.034
18 C 0.6090 -4.6999 -2.0017  -0.007
19 C 0.3304 -3.3564 -2.2365  -0.298
20 C -0.8425 -2.9401 -3.0680  -0.015
21 N 1.0893 -2.3882 -1.7159  0.114
22 H -0.6016 4.4500 -2.2501  0.083
23 H -1.3342 2.9037 -1.8132  0.075
24 H 0.0104 2.9378 -2.9474  0.082
25 H 0.1767 5.1861 -0.0648  0.115
26 H 1.7613 4.8558 1.8215  0.113
27 H 3.0387 2.7194 1.9527  0.111
28 H 4.6954 1.4900 0.9800  0.116
29 H 5.9017 -0.6834 0.8750  0.118
30 H 4.7298 -2.6608 -0.0542  0.114
31 H 3.2961 -4.2677 -0.0159  0.111
32 H 1.9124 -6.0772 -1.0012  0.116
33 H -0.0235 -5.4606 -2.4380  0.118
34 H -1.2649 -3.7856 -3.6071  0.084
35 H -0.5524 -2.1716 -3.7829  0.074
36 H -1.6165 -2.5129 -2.4275  0.081
37 N -3.6322 0.5220 -1.1830  0.143
38 C -2.4504 0.1714 -0.6220  -0.136
39 N -1.4870 0.0988 -1.5067  0.046
40 C -2.0645 0.4232 -2.7305  -0.255
41 C -1.4948 0.5138 -3.9990  -0.033
42 C -2.3223 0.8690 -5.0436  -0.072
43 C -3.6878 1.1292 -4.8414  -0.077
44 C -4.2632 1.0466 -3.5899  -0.008
45 C -3.4206 0.6924 -2.5408  -0.192
46 H -4.5044 0.6176 -0.6933  0.163
47 H -2.3128 -0.0104 0.4358  0.085
48 H -0.4390 0.3215 -4.1449  0.112
49 H -1.9155 0.9516 -6.0424  0.107
50 H -4.3019 1.4011 -5.6891  0.107
51 H -5.3145 1.2498 -3.4370  0.114
52 C 0.1703 -1.3203 6.2903  -0.001
53 C -0.3570 -0.7033 5.0386  -0.269
54 C -0.9607 0.5113 4.9531  0.022
55 C -1.4307 0.9282 3.6825  -0.302
56 N -1.2868 0.2098 2.5928  0.097
57 C -0.6438 -0.9879 2.6545  -0.810
58 S -0.3320 -1.9320 1.3226  0.707
59 N -0.2251 -1.4181 3.8950  0.094
60 C -2.1299 2.2438 3.5526  -0.016
61 H 0.0150 -0.6576 7.1368  0.089
62 H 1.2385 -1.5214 6.1937  0.097
63 H -0.3333 -2.2671 6.4902  0.098
64 H -1.0931 1.1264 5.8301  0.125
65 H 0.2303 -2.3206 3.9104  0.138
66 H -2.9922 2.2880 4.2191  0.092
67 H -2.4454 2.3982 2.5247  0.076
68 H -1.4564 3.0511 3.8476  0.091

---

[3]
ORCA calculation (ωB97M-V/def2-TZVPD) on C30H29F5N7O3SV as an isolated structure at a distorted geometry.

Properties
E_LUMO (spin up / spin down) = 2.38 / 2.33 eV
energy above the lowest of the compared OMol25 structures with the same formula, charge and spin = 134.2 kJ/mol
HOMO energy (spin up / spin down) = -3.80 / -4.22 eV
spin multiplicity = 4
expectation value of S² = 3.7662
total charge = -1
HOMO-LUMO gap (spin up / spin down) = 0.2274 / 0.2409 Eh

Last column: Löwdin charge in e.
Atoms and positions in Å:
1 V -0.4398 -0.8861 0.7428  0.825
2 C 2.2074 4.8367 3.1841  -0.115
3 C 2.0294 4.0805 1.8743  -0.318
4 N 0.7348 3.4555 1.7356  -0.042
5 C 0.3988 2.1945 2.1803  -0.865
6 S 1.4660 1.2882 3.1735  0.584
7 N -0.8364 1.8939 1.8248  -0.012
8 N -1.1709 0.5575 1.9331  -0.077
9 C -2.2466 0.2674 2.5913  -0.254
10 C -3.0024 1.2634 3.3966  -0.018
11 C -2.6263 -1.1580 2.5444  -0.188
12 C -3.6610 -1.7048 3.2876  -0.009
13 C -3.8272 -3.0749 3.3005  -0.067
14 C -2.9544 -3.8760 2.5798  -0.057
15 C -1.9809 -3.2604 1.8200  -0.088
16 N -1.8371 -1.9297 1.7741  0.015
17 H 3.2060 5.2829 3.2423  0.062
18 H 2.0873 4.1464 4.0208  0.046
19 H 1.4640 5.6338 3.2738  0.064
20 H 2.7997 3.3118 1.7911  0.075
21 H 2.1407 4.7641 1.0284  0.105
22 H 0.0887 3.8297 1.0614  0.113
23 H -2.3743 2.1311 3.5703  0.072
24 H -3.3088 0.8392 4.3557  0.074
25 H -3.9009 1.5927 2.8638  0.089
26 H -4.3216 -1.0543 3.8446  0.107
27 H -4.6265 -3.5182 3.8822  0.102
28 H -3.0264 -4.9548 2.5980  0.099
29 H -1.2956 -3.8272 1.2076  0.117
30 C -2.9464 -3.3246 -2.4935  0.004
31 C -1.7040 -2.5775 -2.0838  -0.538
32 O -1.3829 -2.4961 -0.9108  -0.006
33 N -0.9476 -2.0501 -3.0716  0.095
34 C 0.1354 -1.1319 -2.7951  -0.112
35 C 1.4732 -1.7473 -2.4659  -0.256
36 C 2.6062 -1.3238 -3.1569  -0.033
37 C 3.8383 -1.8612 -2.8256  -0.080
38 C 3.9009 -2.8108 -1.8196  -0.068
39 C 2.7201 -3.1678 -1.1818  -0.125
40 N 1.5319 -2.6517 -1.4896  0.146
41 H -3.7117 -3.1160 -1.7494  0.080
42 H -2.7251 -4.3946 -2.5011  0.084
43 H -3.3154 -3.0276 -3.4749  0.075
44 H -1.4365 -1.9190 -3.9404  0.132
45 H -0.1743 -0.4609 -1.9989  0.080
46 H 0.2711 -0.5277 -3.6909  0.129
47 H 2.5208 -0.5715 -3.9322  0.111
48 H 4.7352 -1.5366 -3.3404  0.106
49 H 4.8398 -3.2562 -1.5155  0.104
50 H 2.7304 -3.8837 -0.3648  0.117
51 O 3.1329 -2.1384 1.9720  0.043
52 C 2.1604 -1.5555 1.5304  -0.638
53 O 0.9221 -1.7611 1.8101  -0.134
54 C 2.3699 -0.4507 0.4851  -0.208
55 C 3.6857 -0.1110 0.1019  0.007
56 C 3.8667 0.8282 -0.8545  -0.010
57 C 2.7440 1.4966 -1.3993  -0.164
58 C 2.8627 2.5124 -2.3863  -0.046
59 C 1.7600 3.1767 -2.8295  -0.086
60 C 0.4849 2.8730 -2.2826  -0.061
61 C 0.3426 1.8896 -1.3507  -0.026
62 C 1.4727 1.1487 -0.9202  -0.193
63 N 1.2993 0.1134 -0.0200  0.095
64 H 4.4947 -0.6354 0.5914  0.124
65 H 4.8611 1.1006 -1.1952  0.119
66 H 3.8494 2.7538 -2.7682  0.107
67 H 1.8564 3.9494 -3.5828  0.096
68 H -0.3905 3.4274 -2.6003  0.104
69 H -0.6206 1.6768 -0.9134  0.088
70 F -4.0428 -0.8023 -0.2415  -0.053
71 C -3.3380 -0.1981 -1.2972  -0.147
72 F -1.9887 0.0273 -0.6678  -0.183
73 C -3.8499 1.2385 -1.2577  -0.631
74 F -3.9311 1.7954 -0.0324  0.109
75 F -3.0586 2.0531 -1.9901  0.099
76 F -5.0901 1.3029 -1.7812  0.105